Entry from the Open Molecules 2025 dataset: a structure of composition C21H21FeN2 (the ωB97M-V functional and the def2-TZVPD basis).

Positions of all 45 atoms, in Å:
C: 5.52 -3.24 -2.05
C: 4.27 -3.31 -2.68
C: 3.16 -2.62 -2.13
C: 3.35 -1.89 -0.92
N: 2.29 -1.24 -0.29
C: 0.96 -1.41 -0.56
N: 0.28 -0.81 0.44
C: 1.16 0.22 0.97
C: 2.40 -0.24 0.70
C: 4.63 -1.77 -0.35
C: 5.71 -2.48 -0.89
H: 6.34 -3.77 -2.50
H: 4.11 -3.90 -3.62
H: 2.17 -2.66 -2.63
H: 0.58 -2.00 -1.40
H: 0.83 0.96 1.70
H: 3.38 0.14 0.95
H: 4.79 -1.17 0.54
H: 6.68 -2.41 -0.40
C: -0.85 -0.45 2.80
C: -1.35 -0.97 1.33
C: -2.10 -0.07 0.39
C: -3.56 -0.03 0.04
C: -3.74 0.64 -1.23
C: -2.42 1.06 -1.72
C: -1.45 0.60 -0.78
Fe: -2.77 1.76 0.05
C: -1.85 2.86 1.39
C: -3.22 2.53 1.81
C: -4.13 3.03 0.79
C: -3.34 3.66 -0.24
C: -1.94 3.56 0.11
H: -1.55 -0.86 3.62
H: 0.26 -0.82 3.11
H: -0.89 0.75 3.01
H: -1.67 -2.05 1.32
H: -4.28 -0.48 0.72
H: -4.70 0.71 -1.76
H: -2.16 1.53 -2.67
H: -0.38 0.60 -1.00
H: -0.94 2.68 1.95
H: -3.52 2.11 2.77
H: -5.22 3.07 0.87
H: -3.74 4.23 -1.09
H: -1.11 3.95 -0.47

Values from the calculation:
Charge: -1
Orbital gap (alpha / beta) (eV): 4.027 / 6.059
HOMO (alpha / beta) (eV): -1.05 / -3.12
2S+1: 5

Entry from the Open Molecules 2025 dataset: a structure of composition C21H21IN3PtS2 (the ωB97M-V functional and the def2-TZVPD basis).

Positions of all 49 atoms, in Å:
Pt: -0.92 0.50 1.12
C: 1.60 -2.61 -1.98
C: 1.00 -1.70 -0.91
S: -0.30 -0.67 -1.46
C: 1.51 -1.72 0.33
C: 2.68 -2.60 0.71
S: 0.94 -0.78 1.73
H: 0.89 -2.71 -2.80
H: 1.83 -3.61 -1.60
H: 2.52 -2.18 -2.38
H: 3.36 -2.76 -0.13
H: 2.36 -3.59 1.06
H: 3.25 -2.14 1.52
C: 1.60 2.29 0.79
N: 0.15 2.20 0.89
C: -0.57 3.25 0.70
C: -1.98 3.13 0.74
C: -3.04 4.04 0.75
C: -4.19 3.27 0.96
C: -3.78 1.94 1.09
N: -2.45 1.86 0.95
C: 2.14 1.83 -0.55
C: 3.14 0.87 -0.59
C: 3.68 0.47 -1.81
C: 3.22 1.02 -2.99
C: 2.21 1.98 -2.95
C: 1.68 2.38 -1.74
H: 2.03 1.66 1.57
H: 1.90 3.33 0.97
H: -0.09 4.21 0.52
H: -2.98 5.11 0.60
H: -5.21 3.63 1.03
H: -4.37 1.06 1.27
H: 3.47 0.41 0.33
H: 4.44 -0.30 -1.83
H: 3.62 0.70 -3.94
H: 1.83 2.40 -3.87
H: 0.87 3.10 -1.72
I: -1.63 -1.35 4.28
C: -2.04 -2.06 2.36
C: -2.33 -3.40 2.21
C: -2.80 -3.83 0.97
C: -3.01 -2.91 -0.03
C: -2.66 -1.59 0.20
N: -2.15 -1.17 1.37
H: -2.21 -4.08 3.04
H: -3.02 -4.88 0.81
H: -3.39 -3.19 -1.00
H: -2.79 -0.82 -0.55

Values from the calculation:
Charge: -1
Orbital gap (eV): 4.987
HOMO (eV): -2.64

Looking at max |F| for the records above, in order, we have 3.6 0.5 eV/Å.
Looking at energy above the lowest of the compared OMol25 structures with the same formula, charge and spin for the records above, in order, we have 138.1 15.5 kcal/mol.
Looking at M for the records above, in order, we have 357.26 701.54 g/mol.